2 unconnected molecules or ions with the total composition C5H8BrFN2 at a distorted geometry, computed with ωB97M-V/def2-TZVPD.

Last column: natural (NBO) charge in e.
CARTESIAN COORDINATES (ANGSTROEM)
C: 0.02 1.00 0.12  0.4078
C: 1.50 -1.05 0.60  -0.2973
C: 0.50 -1.72 1.10  -0.2024
C: 0.08 -2.05 2.50  -0.6442
C: -1.17 2.13 -2.85  -0.4499
N: -0.68 1.61 -0.68  -0.1096
N: -1.48 1.69 -1.56  -0.1807
F: 0.73 1.47 1.15  -0.3142
Br: 1.93 -0.87 -1.20  0.0725
H: 2.18 -0.49 1.27  0.2187
H: -0.29 -2.02 0.37  0.2015
H: 0.40 -3.12 2.77  0.2330
H: -0.92 -1.81 2.59  0.2211
H: 0.60 -1.53 3.40  0.2142
H: -0.11 2.19 -3.07  0.1922
H: -1.70 1.43 -3.54  0.2198
H: -1.60 3.14 -2.97  0.2174

Summary:
* 2S+1: 1
* highest occupied orbital energy (alpha / beta): -8.3 / -8.3 eV
* energy: -2978.50085 hartree
* energy above the lowest of the compared OMol25 structures with the same formula, charge and spin: 280.2 kJ/mol
* lowest unoccupied orbital energy (alpha / beta): 0.005 / 0.005 hartree
* gap between HOMO and LUMO (alpha / beta): 8.45 / 8.45 eV

A molecular structure, C36H35BrN3O2RuTe at a distorted geometry, computed with ωB97M-V/def2-TZVPD.

Last column: Mulliken spin population.
CARTESIAN COORDINATES (ANGSTROEM)
Ru: -0.67 1.85 -1.70  2.6724
Br: 4.99 6.63 -1.83  0.0071
C: 3.75 5.24 -2.10  0.0435
C: 4.19 3.98 -2.54  -0.0248
C: 3.29 2.96 -2.69  0.0472
C: 1.92 3.12 -2.38  0.0212
O: 1.14 2.08 -2.42  0.1526
C: 1.47 4.43 -2.01  0.0126
C: 0.10 4.73 -1.80  -0.0447
N: -0.88 3.86 -1.81  0.0569
C: -2.22 4.28 -1.62  0.0023
C: -2.69 5.57 -1.73  0.0091
C: -4.04 5.87 -1.52  -0.0042
C: -4.94 4.88 -1.23  0.0064
C: -4.51 3.54 -1.13  -0.0017
C: -5.38 2.46 -0.87  0.0148
C: -4.89 1.19 -0.82  0.0001
C: -3.52 0.98 -0.98  0.0548
N: -2.66 1.96 -1.21  -0.0576
C: -3.14 3.25 -1.31  -0.0146
C: 2.42 5.46 -1.85  -0.0203
H: 5.23 3.83 -2.76  -0.0004
H: 3.61 1.98 -3.02  0.0001
H: -0.12 5.78 -1.64  0.0025
H: -2.03 6.38 -2.00  0.0003
H: -4.37 6.89 -1.60  0.0000
H: -5.99 5.11 -1.08  0.0002
H: -6.44 2.66 -0.74  0.0000
H: -5.53 0.34 -0.64  0.0000
H: -3.11 -0.02 -0.92  -0.0185
H: 2.08 6.44 -1.54  -0.0004
C: -1.03 -0.70 -3.71  0.0777
C: -0.86 -1.05 -2.24  -0.0815
O: -0.95 -2.23 -1.84  0.2333
N: -0.61 -0.05 -1.40  0.5968
Te: -0.51 -1.42 0.55  0.8975
C: -0.76 -2.62 2.42  0.1399
C: -1.75 -3.60 2.44  -0.0229
C: -2.62 -3.96 1.27  0.0422
C: -1.90 -4.32 3.63  0.0194
C: -1.14 -4.05 4.76  0.0153
C: -1.37 -4.80 6.03  0.0014
C: -0.19 -3.03 4.69  0.0217
C: 0.00 -2.28 3.55  -0.0243
C: 0.98 -1.14 3.53  0.0878
C: 1.53 -1.82 0.19  0.1970
C: 1.88 -3.13 -0.16  -0.1076
C: 0.89 -4.26 -0.25  0.0208
C: 3.22 -3.40 -0.42  -0.0012
C: 4.19 -2.42 -0.37  0.0057
C: 5.63 -2.73 -0.65  0.0006
C: 3.80 -1.12 -0.05  0.0040
C: 2.49 -0.80 0.26  -0.0985
C: 2.18 0.60 0.72  0.0210
H: -1.22 -1.60 -4.28  0.0081
H: -0.11 -0.23 -4.07  -0.0007
H: -1.86 0.00 -3.83  -0.0046
H: -2.52 -3.22 0.46  0.0023
H: -3.66 -4.01 1.57  -0.0018
H: -2.34 -4.93 0.87  0.0005
H: -2.64 -5.11 3.65  0.0012
H: -2.13 -5.56 5.92  0.0003
H: -1.68 -4.12 6.82  0.0012
H: -0.45 -5.27 6.37  0.0013
H: 0.40 -2.80 5.57  0.0048
H: 1.26 -0.85 4.54  0.0020
H: 0.52 -0.28 3.04  -0.0040
H: 1.88 -1.42 2.99  -0.0097
H: -0.14 -3.90 -0.23  -0.0014
H: 1.03 -4.96 0.58  -0.0002
H: 1.03 -4.81 -1.18  0.0025
H: 3.51 -4.42 -0.67  0.0013
H: 5.78 -3.79 -0.82  -0.0001
H: 6.26 -2.42 0.19  0.0003
H: 5.99 -2.18 -1.53  0.0005
H: 4.56 -0.34 0.00  0.0002
H: 2.99 1.27 0.46  0.0020
H: 2.08 0.64 1.81  -0.0020
H: 1.25 0.99 0.30  0.0327

Summary:
* 2S+1: 6
* highest occupied orbital energy (alpha / beta): -13.2 / -13.3 eV
* energy: -4643.88927 hartree
* <S²>: 8.7891
* energy above the lowest of the compared OMol25 structures with the same formula, charge and spin: 97.8 kJ/mol
* total charge: +2
* lowest unoccupied orbital energy (alpha / beta): -0.233 / -0.300 hartree
* gap between HOMO and LUMO (alpha / beta): 6.89 / 5.10 eV

A gas-phase ion, C8H20N3 (charge +1) at a distorted geometry, computed with ωB97M-V/def2-TZVPD.

Last column: natural (NBO) charge in e.
CARTESIAN COORDINATES (ANGSTROEM)
C: -1.22 -0.45 -1.13  -0.2305
C: -1.42 -0.66 0.35  -0.0790
C: -0.03 -0.28 1.03  0.1627
C: 0.55 0.75 -0.06  0.1593
C: 0.94 -1.50 0.94  -0.6527
C: -0.03 2.14 0.04  -0.6806
C: 2.08 0.82 -0.15  -0.6368
C: 0.41 0.63 -2.47  -0.4024
N: 0.15 0.00 -1.25  -0.4701
N: -0.27 0.01 2.42  -0.8516
N: -1.97 -1.99 0.72  -0.7063
H: -1.40 -1.37 -1.65  0.1863
H: -1.98 0.21 -1.50  0.2000
H: -2.10 0.08 0.72  0.2178
H: 1.78 -1.17 1.47  0.2282
H: 1.29 -1.62 -0.08  0.2499
H: 0.55 -2.40 1.40  0.1929
H: -1.09 2.20 0.12  0.2098
H: 0.33 2.66 -0.79  0.2339
H: 0.32 2.83 0.86  0.2393
H: 2.48 1.69 -0.66  0.2376
H: 2.40 -0.22 -0.55  0.2330
H: 2.23 0.94 0.92  0.2145
H: 1.08 1.55 -2.28  0.2035
H: 0.94 0.02 -3.09  0.2049
H: -0.54 0.90 -2.95  0.1882
H: 0.57 -0.12 2.96  0.3832
H: -0.53 1.07 2.41  0.3778
H: -2.90 -1.85 1.03  0.4587
H: -1.57 -2.43 1.64  0.4583
H: -1.61 -2.56 -0.09  0.4703

Summary:
* 2S+1: 1
* highest occupied orbital energy: -12.1 eV
* energy: -480.77514 hartree
* energy above the lowest of the compared OMol25 structures with the same formula, charge and spin: 266.9 kJ/mol
* total charge: +1
* lowest unoccupied orbital energy: -0.122 hartree
* gap between HOMO and LUMO: 8.80 eV

A molecular structure, C25H63F2HgN4O19S2 at a distorted geometry, computed with ωB97M-V/def2-TZVPD.

Last column: Mulliken spin population.
CARTESIAN COORDINATES (ANGSTROEM)
Hg: 1.83 1.24 2.36  -0.0541
N: 0.05 1.83 1.17  -0.0058
S: -1.42 2.29 1.09  0.0028
O: -2.50 1.47 1.71  -0.0009
O: -1.81 3.24 0.10  -0.0041
F: -1.15 3.34 2.26  0.0002
S: -0.05 1.11 -0.39  -0.0009
O: 0.43 1.95 -1.50  -0.0018
O: -1.02 0.13 -0.67  0.0022
F: 1.23 0.15 -0.19  0.0066
C: 2.31 -1.63 2.47  -0.0462
O: 3.19 -0.66 2.29  0.0912
O: 1.15 -1.21 2.48  0.4263
O: 2.52 -2.03 3.57  0.5844
C: 3.94 3.12 -2.84  0.0000
C: 2.83 2.94 -3.77  0.0001
O: 2.32 4.26 -4.14  0.0000
O: 5.05 3.46 -3.70  0.0000
H: 4.12 2.23 -2.24  0.0000
H: 3.66 3.94 -2.17  0.0000
H: 2.04 2.34 -3.32  0.0000
H: 2.98 2.31 -4.65  0.0000
H: 2.52 4.82 -3.39  0.0000
H: 4.94 4.39 -3.91  0.0000
C: 0.01 4.13 6.78  0.0000
C: -1.04 4.24 5.62  0.0001
O: -1.32 2.89 5.15  -0.0004
O: -0.30 3.61 8.03  0.0000
H: 0.40 5.13 6.94  0.0000
H: 0.88 3.56 6.45  0.0000
H: -0.55 4.84 4.86  0.0000
H: -1.92 4.79 5.97  0.0000
H: -0.56 2.46 4.75  -0.0002
H: -0.96 2.92 7.86  0.0000
C: 0.63 5.50 -0.65  -0.0001
C: -0.25 5.57 -1.90  0.0000
O: -0.92 6.80 -1.87  0.0000
O: 1.35 6.67 -0.28  0.0000
H: 1.11 4.53 -0.54  0.0002
H: -0.10 5.40 0.15  0.0001
H: -0.97 4.76 -2.03  0.0000
H: 0.42 5.66 -2.76  0.0000
H: -0.46 7.30 -1.20  0.0000
H: 1.55 6.61 0.66  0.0000
C: -2.65 1.62 -4.19  0.0000
O: -2.35 0.20 -4.14  0.0000
C: -0.95 -0.20 -4.04  0.0000
C: -0.27 0.15 -5.41  0.0000
N: 1.11 -0.30 -5.72  0.0000
C: 1.47 -1.60 -5.20  0.0000
C: 2.94 -2.05 -5.62  0.0000
O: 3.88 -0.99 -5.22  0.0000
C: 5.12 -1.06 -5.75  0.0000
H: -3.67 1.93 -4.41  0.0000
H: -2.06 2.25 -4.85  0.0000
H: -2.25 2.00 -3.24  0.0000
H: -0.93 -1.25 -3.73  0.0000
H: -0.39 0.22 -3.21  -0.0001
H: -0.16 1.23 -5.55  0.0000
H: -0.91 -0.27 -6.19  0.0000
H: 1.93 0.28 -5.66  0.0000
H: 0.76 -2.30 -5.64  0.0000
H: 1.28 -1.53 -4.12  0.0000
H: 2.97 -2.36 -6.67  0.0000
H: 3.27 -2.86 -4.98  0.0000
H: 5.10 -1.23 -6.83  0.0000
H: 5.73 -1.82 -5.27  0.0000
H: 5.68 -0.14 -5.61  0.0000
C: -3.13 2.40 8.93  0.0000
O: -2.14 1.64 8.31  0.0000
C: -2.13 0.25 8.71  0.0000
C: -1.13 -0.56 7.75  0.0001
N: -1.38 -0.37 6.32  0.0000
C: -2.69 -0.87 5.81  0.0000
C: -2.89 -0.80 4.27  -0.0002
O: -1.80 -1.37 3.61  0.0015
C: -2.11 -1.79 2.29  0.0008
H: -3.33 3.37 8.48  0.0000
H: -2.93 2.44 10.00  0.0000
H: -3.97 1.73 8.74  0.0000
H: -3.06 -0.29 8.55  0.0000
H: -2.03 0.07 9.78  0.0000
H: -1.20 -1.61 8.06  0.0000
H: -0.10 -0.24 7.91  0.0000
H: -1.28 0.63 6.22  -0.0003
H: -3.45 -0.35 6.40  0.0001
H: -2.87 -1.91 6.10  -0.0001
H: -2.99 0.23 3.92  -0.0001
H: -3.78 -1.29 3.88  -0.0002
H: -2.99 -1.28 1.88  0.0001
H: -2.31 -2.85 2.18  -0.0001
H: -1.34 -1.63 1.54  -0.0005
C: -2.50 -3.92 -3.20  -0.0001
O: -2.55 -5.28 -2.67  0.0000
C: -2.32 -6.42 -3.59  0.0000
C: -0.98 -7.03 -3.16  0.0000
N: 0.12 -6.13 -3.34  0.0000
C: 1.20 -6.34 -2.34  0.0000
C: 2.38 -5.39 -2.42  0.0000
O: 2.13 -4.03 -2.52  -0.0003
C: 1.53 -3.46 -1.35  -0.0014
H: -3.47 -3.74 -3.68  0.0000
H: -1.67 -3.97 -3.91  0.0000
H: -2.28 -3.25 -2.37  0.0000
H: -2.20 -6.16 -4.64  0.0000
H: -3.11 -7.16 -3.45  0.0000
H: -0.83 -8.01 -3.61  0.0000
H: -1.08 -7.43 -2.15  0.0000
H: -0.12 -5.19 -3.05  0.0000
H: 1.52 -7.37 -2.50  0.0000
H: 0.70 -6.25 -1.38  0.0000
H: 3.05 -5.81 -3.18  0.0000
H: 2.78 -5.55 -1.42  0.0000
H: 1.32 -2.40 -1.47  0.0011
H: 2.02 -3.64 -0.39  0.0002
H: 0.55 -3.93 -1.24  0.0001

Summary:
* 2S+1: 2
* highest occupied orbital energy (alpha / beta): -8.1 / -8.1 eV
* energy: -3787.72631 hartree
* <S²>: 0.7797
* lowest unoccupied orbital energy (alpha / beta): -0.189 / -0.187 hartree
* gap between HOMO and LUMO (alpha / beta): 2.93 / 2.98 eV